a.
Entry from the Open Molecules 2025 dataset: a single C3H4N4O molecule (wB97M-V/def2-TZVPD).

The total charge is 0. The structure (SMILES) is C=NNc1cnon1. The calculation puts the HOMO energy at -9.47 eV. The HOMO-LUMO gap comes out at 10.0 eV. The value obtained for the molecular weight is 112.09 g/mol.

The geometry in XYZ format:
```
12
C3H4N4O (wB97M-V/def2-TZVPD)
C 0.83210 1.65185 -2.59761
N 0.90360 0.67515 -1.78006
N 0.04015 0.94233 -0.63255
C -0.21468 -0.09944 0.21335
C 0.65571 -1.20929 0.66077
N 0.13403 -1.53080 1.80917
O -0.99141 -0.80208 1.94880
N -1.31420 -0.00908 0.83522
H -0.10241 2.36794 -2.65775
H 1.50649 1.64511 -3.41655
H -0.99855 1.31971 -1.01353
H 1.54187 -1.51803 0.21590
```

Here are the Löwdin charges for atoms 1 to 4, given in e: C -0.066; N -0.018; N -0.013; C -0.420

b.
Entry from the Open Molecules 2025 dataset: a single C3H4N4O molecule (wB97M-V/def2-TZVPD).

The total charge is 0. The structure (SMILES) is [H]/N=C1/C=NN=CON1. The calculation puts the HOMO energy at -9.79 eV. The HOMO-LUMO gap comes out at 9.7 eV. The value obtained for the molecular weight is 112.09 g/mol.

The geometry in XYZ format:
```
12
C3H4N4O (wB97M-V/def2-TZVPD)
H 1.43943 -0.23634 -2.36912
N 1.51783 -0.57880 -1.45103
C 0.68658 -0.33921 -0.57371
C 0.82028 -0.82123 0.88482
N 0.01180 -0.78972 1.87039
N -1.42433 -0.68233 1.30360
C -1.57111 0.43556 0.76378
O -0.69463 1.48345 0.30929
N -0.19359 0.78244 -0.84000
H 1.85940 -1.36925 1.02701
H -2.70457 0.57332 0.36507
H 0.25291 1.54211 -1.29010
```

Here are the Löwdin charges for atoms 1 to 4, given in e: H 0.051; N 0.161; C -0.367; C -0.117

c.
Entry from the Open Molecules 2025 dataset: a single C3H4N4O molecule (wB97M-V/def2-TZVPD).

The total charge is 0. The structure (SMILES) is [H]/N=c1/nncc(N)o1. The calculation puts the HOMO energy at -8.63 eV. The HOMO-LUMO gap comes out at 7.9 eV. The value obtained for the molecular weight is 112.09 g/mol.

The geometry in XYZ format:
```
12
C3H4N4O (wB97M-V/def2-TZVPD)
H -1.71594 -1.98402 -0.07889
N -2.23034 -1.12018 0.13798
C -1.23723 -0.38517 -0.15247
N -1.31010 0.97041 0.11394
N -0.24631 1.82514 -0.01325
C 1.06114 1.31504 0.00427
C 1.14619 -0.12685 -0.00435
N 2.22347 -1.08359 -0.01223
O -0.00486 -0.75322 -0.15860
H 2.02191 1.95429 -0.17769
H 2.96814 -0.77667 0.77766
H 1.88721 -2.12838 0.07790
```

Here are the Löwdin charges for atoms 1 to 4, given in e: H 0.059; N 0.166; C -0.586; N 0.074

Name the least stable of them. b.

a.
Entry from the Open Molecules 2025 dataset: a single C4H7IN2O molecule (wB97M-V/def2-TZVPD).

The total charge is 0. The structure (SMILES) is NN1C(=O)CC[C@@H]1I. The calculation puts the HOMO energy at -9.18 eV. The HOMO-LUMO gap comes out at 9.3 eV. The value obtained for the molecular weight is 226.02 g/mol.

The geometry in XYZ format:
```
15
C4H7IN2O (wB97M-V/def2-TZVPD)
N 2.07030 0.65730 -0.87839
N 0.77684 0.17848 -0.57638
C -0.29285 -0.25108 -1.31714
O -0.34885 -0.44598 -2.48854
C -1.47599 -0.36589 -0.35830
C -0.90922 -0.80208 0.97842
C 0.37036 0.03096 1.05000
I -0.10690 2.12110 1.48244
H 1.99301 1.67230 -0.76777
H 2.80642 0.17677 -0.30197
H -1.79708 0.75776 -0.15233
H -2.24068 -1.00289 -0.80819
H -1.48493 -0.51829 1.78895
H -0.59733 -1.81686 0.95335
H 1.23691 -0.39159 1.39587
```

Here are the Löwdin charges for atoms 1 to 4, given in e: N 0.057; N -0.176; C -0.528; O 0.089

b.
Entry from the Open Molecules 2025 dataset: a single C4H7IN2O molecule (wB97M-V/def2-TZVPD).

The total charge is 0. The calculation puts the HOMO energy (alpha / beta) at -7.74 / -8.96 eV. The HOMO-LUMO gap (alpha / beta) comes out at 6.7 / 9.1 eV. The value obtained for the molecular weight is 226.02 g/mol.

The geometry in XYZ format:
```
15
C4H7IN2O (wB97M-V/def2-TZVPD)
C 0.11447 -1.03653 0.84097
C -0.06270 0.48811 1.05292
C -0.25172 1.37305 -0.20995
C 0.73133 0.92331 -1.20431
N 0.06287 -1.47307 -0.42839
N 0.60874 -2.63262 -0.69681
O 0.21907 -1.67315 1.87174
I 0.49604 1.14379 -3.22493
H -0.89811 0.65866 1.81922
H 0.86192 0.77669 1.68398
H -1.30194 1.12099 -0.64949
H -0.30523 2.47444 -0.21471
H 1.82723 0.82215 -0.83721
H 0.05443 -3.26742 -1.25974
H 0.90432 -3.02575 0.11143
```

Here are the Löwdin charges for atoms 1 to 4, given in e: C -0.538; C -0.135; C -0.349; C -0.740

Name the least stable of them. b.

a.
Entry from the Open Molecules 2025 dataset: 2 unconnected molecules or ions with the total composition C4H11N3O2 (wB97M-V/def2-TZVPD).

The total charge is 0. The structure (SMILES) is CN=C(N)N.CC(=O)O. The calculation puts the HOMO energy at -9.05 eV. The HOMO-LUMO gap comes out at 9.9 eV. The value obtained for the molecular weight is 133.15 g/mol.

The geometry in XYZ format:
```
20
C4H11N3O2 (wB97M-V/def2-TZVPD)
C -2.53751 0.03541 0.52523
N -1.18255 0.50649 0.30870
C -0.59247 1.34406 1.13764
N -1.25351 2.29011 1.98533
N 0.80601 1.24026 1.24955
H -2.54453 -0.49575 1.44113
H -2.84627 -0.55020 -0.32910
H -3.26411 0.88741 0.66939
H -2.15935 2.56564 1.73023
H -0.75838 2.62525 2.70873
H 1.14158 0.32313 1.09968
H 1.37316 1.93634 0.82850
C 2.30226 -2.29769 -1.94232
C 1.80116 -1.00830 -1.49062
O 2.12392 0.09799 -1.85112
O 0.58205 -1.12983 -0.83352
H 2.25096 -2.30017 -3.06556
H 1.51282 -3.02559 -1.84238
H 3.31265 -2.71138 -1.52431
H -0.06788 -0.33317 -0.80519
```

Here are the Löwdin charges for atoms 1 to 4, given in e: C -0.123; N -0.043; C -0.436; N 0.170

b.
Entry from the Open Molecules 2025 dataset: 2 unconnected molecules or ions with the total composition C4H11N3O2 (wB97M-V/def2-TZVPD).

The total charge is 0. The structure (SMILES) is [H]/N=C(\N)NC.CC(=O)O. The calculation puts the HOMO energy at -9.25 eV. The HOMO-LUMO gap comes out at 10.1 eV. The value obtained for the molecular weight is 133.15 g/mol.

The geometry in XYZ format:
```
20
C4H11N3O2 (wB97M-V/def2-TZVPD)
H -0.39808 -1.49163 -1.31179
N 0.13012 -1.42355 -0.45885
C 0.09806 -2.13205 0.59121
N -0.45978 -3.38258 0.72192
N 0.96777 -1.75187 1.66677
C 1.11583 -0.27300 1.67321
H -1.18942 -3.61806 0.08148
H -0.10961 -3.87525 1.52215
H 1.84814 -2.24408 1.60889
H 1.38172 -0.09889 2.72234
H 0.19783 0.23499 1.45127
H 1.86470 0.00681 0.93398
C -0.93817 3.29439 -1.91131
C -0.84191 1.97402 -1.12165
O -1.81441 1.26786 -1.00103
O 0.35622 1.84627 -0.60896
H 0.05363 3.55862 -2.29734
H -1.19646 4.07493 -1.20238
H -1.56545 3.09568 -2.78028
H 0.49930 0.93737 -0.27962
```

Here are the Löwdin charges for atoms 1 to 4, given in e: H 0.056; N 0.125; C -0.550; N 0.132

Name the least stable of them. a.

a.
Entry from the Open Molecules 2025 dataset: 2 unconnected molecules or ions with the total composition C4H11N3O2 (wB97M-V/def2-TZVPD).

The total charge is 0. The structure (SMILES) is [H]/N=C(\N)NC.CC(=O)O. The calculation puts the HOMO energy at -8.14 eV. The HOMO-LUMO gap comes out at 9.0 eV. The value obtained for the molecular weight is 133.15 g/mol.

The geometry in XYZ format:
```
20
C4H11N3O2 (wB97M-V/def2-TZVPD)
H 1.06273 -0.58275 -2.44401
N 0.84110 -0.11132 -1.55033
C 0.04053 1.00999 -1.40329
N -0.27116 1.81924 -2.48582
N -0.48755 1.29455 -0.18566
C -1.76177 2.01862 0.05191
H -0.50777 2.78489 -2.44363
H -0.29490 1.39512 -3.36265
H -0.02065 0.60954 0.57513
H -1.68233 3.05306 -0.13068
H -2.01842 1.95305 1.02935
H -2.65030 1.50468 -0.62381
C 1.29488 -2.66822 2.33059
C 0.82650 -1.49421 1.48928
O 0.46508 -0.37489 1.68597
O 0.69956 -1.94271 0.25833
H 0.75126 -2.68894 3.29267
H 2.42962 -2.49535 2.53335
H 1.01089 -3.62473 1.88484
H 0.27271 -1.45962 -0.50155
```

Here are the Löwdin charges for atoms 1 to 4, given in e: H 0.042; N 0.026; C -0.500; N 0.135

b.
Entry from the Open Molecules 2025 dataset: 2 unconnected molecules or ions with the total composition C4H11N3O2 (wB97M-V/def2-TZVPD).

The total charge is 0. The structure (SMILES) is [H]/N=C(\N)NC.CC(=O)O. The calculation puts the HOMO energy at -8.99 eV. The HOMO-LUMO gap comes out at 9.2 eV. The value obtained for the molecular weight is 133.15 g/mol.

The geometry in XYZ format:
```
20
C4H11N3O2 (wB97M-V/def2-TZVPD)
H -2.82993 2.39857 -0.59187
N -2.08117 2.45729 -1.16994
C -1.12798 1.59543 -1.32129
N -0.89140 0.39597 -0.62826
N -0.15628 2.04916 -2.43345
C 1.22045 2.00000 -1.76545
H -1.58742 -0.36606 -0.61879
H 0.02930 0.03991 -0.41476
H -0.36905 3.04606 -2.72692
H 1.76133 0.92842 -1.97438
H 1.23892 2.04845 -0.65312
H 1.89425 2.77500 -2.19800
C -0.05153 -2.19916 2.87309
C 0.58078 -2.80208 1.62276
O 0.66632 -3.96456 1.64744
O 0.93035 -1.94140 0.71493
H -0.41063 -1.18312 2.68362
H 0.48985 -2.29453 3.76301
H -1.08657 -2.65546 2.95884
H 1.78042 -2.32790 0.23256
```

Here are the Löwdin charges for atoms 1 to 4, given in e: H -0.014; N 0.118; C -0.480; N 0.098

c.
Entry from the Open Molecules 2025 dataset: 2 unconnected molecules or ions with the total composition C4H11N3O2 (wB97M-V/def2-TZVPD).

The total charge is 0. The structure (SMILES) is CN=C(N)N.CC(=O)O. The calculation puts the HOMO energy at -8.43 eV. The HOMO-LUMO gap comes out at 9.0 eV. The value obtained for the molecular weight is 133.15 g/mol.

The geometry in XYZ format:
```
20
C4H11N3O2 (wB97M-V/def2-TZVPD)
C 2.40994 2.73176 0.20511
N 2.62952 1.35968 -0.21532
C 1.64611 0.68348 -0.64492
N 0.31849 1.10891 -0.76304
N 1.82944 -0.59301 -1.14259
H 1.71632 3.30211 -0.42342
H 3.35724 3.25670 0.09196
H 2.10475 2.77119 1.24781
H 0.27414 2.11479 -0.92645
H -0.16037 0.69800 -1.55462
H 2.75885 -0.97718 -1.11160
H 1.07987 -1.23803 -0.94237
C -2.15990 -1.66340 2.00453
C -2.08111 -1.34815 0.55290
O -1.09595 -1.40874 -0.13596
O -3.28686 -1.00474 0.04975
H -1.41996 -1.10405 2.58779
H -1.97566 -2.72180 2.13229
H -3.08716 -1.34027 2.46196
H -3.19640 -0.74490 -0.87854
```

Here are the Löwdin charges for atoms 1 to 4, given in e: C -0.160; N -0.002; C -0.571; N 0.111

Name the least stable of them. b.